(1)
Formula: C22H35N4O15S
Source: the Open Molecules 2025 dataset
Level of theory: ωB97M-V/def2-TZVPD

F_max: 4.47 eV/Å
HOMO-LUMO gap: 8.18 eV
Electronic energy: -70880.2305 eV
Molar mass: 627.60 u

```
! RIJCOSX wB97M-V def2-TZVPD def2/J DEFGRID3
* xyz 1 1
C 4.291 -1.899 -0.050
C 3.197 -0.835 -0.610
C 3.937 0.002 -1.738
O 3.180 1.140 -2.271
C 1.837 1.060 -1.969
N 0.802 0.292 -2.551
C -0.389 0.678 -1.828
N -1.599 0.180 -2.075
C -1.881 -0.869 -3.103
S -1.417 -0.377 -4.824
C -0.936 -1.866 -5.812
C -0.662 -3.179 -4.952
N -0.042 1.650 -0.851
C -0.967 2.288 0.133
C -0.634 1.569 1.541
O -0.500 2.202 2.600
O -0.433 0.152 1.582
N 1.299 1.882 -0.923
H 4.396 -1.827 1.082
H 4.008 -2.974 -0.295
H 5.311 -1.737 -0.547
H 2.893 -0.221 0.303
H 2.335 -1.465 -0.992
H 4.275 -0.682 -2.572
H 4.873 0.449 -1.253
H -2.396 0.506 -1.521
H -2.989 -1.105 -3.059
H -1.331 -1.809 -2.747
H -0.005 -1.690 -6.456
H -1.759 -2.135 -6.563
H 0.194 -2.996 -4.216
H -0.463 -4.111 -5.564
H -1.570 -3.411 -4.296
H -2.051 2.000 -0.089
H -0.820 3.407 0.218
H 0.292 -0.095 0.968
H 1.830 2.528 -0.335
C -2.981 0.472 3.855
C -3.552 0.699 5.223
O -4.872 1.152 4.946
C -5.207 0.689 3.712
O -6.302 0.747 3.243
O -4.128 0.148 3.078
H -2.257 -0.343 3.836
H -2.515 1.367 3.440
H -3.609 -0.222 5.811
H -2.995 1.446 5.790
C -1.392 -3.598 0.180
C -0.010 -3.712 0.754
O 0.663 -4.532 -0.193
C 0.007 -4.404 -1.377
O 0.407 -4.828 -2.418
O -1.167 -3.728 -1.220
H -1.863 -2.641 0.411
H -2.051 -4.406 0.509
H 0.501 -2.746 0.812
H -0.005 -4.175 1.741
C -2.274 6.215 -2.875
C -1.085 5.306 -2.790
O -0.800 5.285 -1.395
C -1.954 5.605 -0.743
O -2.106 5.513 0.438
O -2.905 6.035 -1.611
H -2.949 5.946 -3.688
H -1.992 7.266 -2.983
H -1.312 4.287 -3.121
H -0.232 5.680 -3.356
C 3.797 -0.283 4.950
C 2.598 -1.185 4.975
O 2.820 -2.039 3.857
C 4.159 -2.045 3.615
O 4.703 -2.788 2.853
O 4.797 -1.099 4.352
H 4.100 0.037 5.947
H 3.643 0.602 4.325
H 2.551 -1.794 5.881
H 1.661 -0.637 4.867
*
```

=====

(2)
Formula: C22H35NO2P2S2Ti
Source: the Open Molecules 2025 dataset
Level of theory: ωB97M-V/def2-TZVPD

ΔE to the lowest compared entry with this formula, charge and spin: 293.7 kJ/mol
⟨S²⟩: 2.014
F_max: 3.07 eV/Å
HOMO-LUMO gap (alpha / beta): 5.40 / 6.44 eV
Electronic energy: -92324.2786 eV
Molar mass: 519.48 u

```
! RIJCOSX wB97M-V def2-TZVPD def2/J DEFGRID3
* xyz 0 3
P -1.291 3.360 -4.067
P -0.982 0.258 -3.914
C -1.359 2.422 -5.670
C -1.883 1.042 -5.383
H -0.354 2.425 -6.104
H -2.026 2.982 -6.334
H -2.933 1.077 -5.050
H -1.829 0.393 -6.261
C 0.857 0.166 -4.140
H 1.244 -0.703 -3.575
H 1.384 1.066 -3.744
H 1.105 0.043 -5.205
C -1.300 -1.374 -4.613
H -0.918 -1.435 -5.645
H -2.374 -1.586 -4.621
H -0.825 -2.157 -4.026
C -0.737 4.924 -4.794
H -0.326 5.593 -4.034
H -1.586 5.425 -5.283
H 0.036 4.731 -5.551
C -3.089 3.667 -3.826
H -3.641 2.722 -3.717
H -3.465 4.206 -4.711
H -3.258 4.295 -2.943
Ti -0.408 1.979 -2.446
C -2.151 -5.092 0.298
C -1.250 -5.516 -0.597
C -0.868 -4.941 -1.926
C -0.784 -3.397 -1.929
C -2.120 -2.769 -2.171
C -3.305 -3.405 -2.299
C -4.007 -4.093 -1.192
C -3.196 -4.032 0.148
C -0.911 3.902 -1.577
H -2.144 -5.566 1.291
H -0.645 -6.383 -0.322
H -1.549 -5.261 -2.729
H 0.122 -5.351 -2.186
H -0.378 -2.977 -0.999
H -0.013 -3.125 -2.671
H -2.083 -1.670 -2.226
H -3.871 -3.409 -3.253
H -4.189 -5.131 -1.499
H -5.003 -3.652 -1.022
H -2.728 -3.036 0.263
H -3.915 -4.153 0.978
H -1.855 4.446 -1.700
H -0.046 4.568 -1.679
H -0.929 3.474 -0.562
O -0.918 -0.934 0.497
S -0.615 0.450 0.797
O -1.676 1.312 1.259
N 0.080 1.147 -0.603
C 1.367 1.566 -0.459
S 1.992 2.325 -1.848
C 1.869 1.342 0.865
C 3.115 1.722 1.407
C 3.423 1.372 2.719
C 2.477 0.684 3.497
C 1.221 0.347 2.969
C 0.916 0.694 1.660
H 3.802 2.264 0.755
H 4.409 1.601 3.124
H 2.725 0.416 4.525
H 0.465 -0.180 3.552
*
```

=====

(3)
Formula: C22H36BN5O7P2S4V
Source: the Open Molecules 2025 dataset
Level of theory: ωB97M-V/def2-TZVPD

ΔE to the lowest compared entry with this formula, charge and spin: 180.4 kJ/mol
⟨S²⟩: 2.023
F_max: 5.24 eV/Å
HOMO-LUMO gap (alpha / beta): 5.23 / 5.23 eV
Electronic energy: -133469.2463 eV
Molar mass: 734.53 u

```
! RIJCOSX wB97M-V def2-TZVPD def2/J DEFGRID3
* xyz -1 3
V 0.582 0.043 -1.742
N 5.081 -0.449 -3.871
C 4.411 -0.452 -2.411
C 5.620 -0.660 -1.458
P 3.173 -1.967 -2.527
O 3.418 -2.849 -1.211
O 3.573 -2.589 -3.832
O 1.706 -1.468 -2.415
P 3.731 1.278 -2.047
O 3.736 2.018 -3.535
O 4.448 1.964 -0.966
O 2.155 1.049 -1.940
H 4.655 -1.265 -4.399
H 6.090 -0.645 -3.744
H 4.859 0.370 -4.422
H 6.239 -1.468 -1.883
H 5.344 -0.928 -0.422
H 6.258 0.240 -1.400
H 2.596 -3.299 -0.954
H 4.518 2.574 -3.568
O -1.153 -1.151 -1.423
H -1.231 -1.499 -0.520
H -0.861 -1.893 -1.991
S -4.834 -2.472 6.202
C -3.695 -2.171 5.031
S -4.222 -1.702 3.442
C -2.536 -1.329 2.889
N -1.720 -1.722 3.846
N -2.320 -2.184 4.991
C -1.421 -2.747 6.010
C -1.825 -3.034 7.322
C -0.907 -3.515 8.250
C 0.469 -3.515 7.945
C 0.859 -3.118 6.688
C -0.073 -2.777 5.691
S -2.357 -0.514 1.437
H -2.891 -2.974 7.523
H -1.285 -3.828 9.223
H 1.210 -3.758 8.715
H 1.913 -3.128 6.386
H 0.243 -2.566 4.685
C -1.204 3.470 2.056
S -0.416 4.421 0.741
C 1.340 4.138 0.970
H -0.420 3.220 2.819
H -1.627 2.530 1.625
H -2.005 4.081 2.503
H 1.756 4.995 1.539
H 1.739 4.096 -0.022
H 1.519 3.184 1.487
C -4.108 -0.983 -3.813
N -4.267 0.345 -3.282
C -5.520 1.038 -3.551
C -3.252 0.934 -2.358
C -2.003 1.479 -3.094
C -2.421 2.362 -4.119
C -1.558 3.093 -4.879
C -0.197 3.030 -4.615
C 0.240 2.225 -3.558
C -0.650 1.398 -2.781
H -4.267 -1.697 -2.999
H -3.124 -1.158 -4.287
H -4.890 -1.125 -4.580
H -6.395 0.358 -3.397
H -5.525 1.286 -4.642
H -5.556 1.984 -2.961
H -3.098 0.184 -1.605
H -3.703 1.814 -1.906
H -3.478 2.416 -4.374
H -1.909 3.759 -5.631
H 0.575 3.523 -5.183
H 1.271 2.187 -3.336
B 1.793 -0.523 2.760
C 1.239 -0.360 1.286
N 0.761 -0.132 0.221
H 2.351 0.531 2.995
H 0.864 -0.582 3.550
H 2.589 -1.421 2.824
*
```

=====

(4)
Formula: C22H36Cl2O18
Source: the Open Molecules 2025 dataset
Level of theory: ωB97M-V/def2-TZVPD

F_max: 4.35 eV/Å
HOMO-LUMO gap: 10.81 eV
Electronic energy: -85296.2908 eV
SMILES string: CCOC(=O)OC.CCOC(=O)OC.O=C1OCCO1.O=C1OCCO1.O=C1OCCO1.O=C1OCCO1.ClCCCl
Molar mass: 659.42 u

```
! RIJCOSX wB97M-V def2-TZVPD def2/J DEFGRID3
* xyz 0 1
C 1.400 -4.769 -3.883
C 1.821 -5.498 -2.574
O 1.427 -4.760 -1.407
C 0.330 -5.101 -0.807
O -0.565 -5.820 -1.227
O 0.336 -4.565 0.412
C -0.848 -4.532 1.226
H 1.540 -5.527 -4.652
H 2.063 -3.927 -4.085
H 0.350 -4.481 -3.831
H 2.896 -5.666 -2.505
H 1.410 -6.508 -2.592
H -1.611 -4.020 0.640
H -0.617 -4.147 2.219
H -1.409 -5.450 1.402
C 0.014 3.450 -3.416
C 0.916 2.825 -4.448
O 1.291 1.519 -4.086
C 2.282 0.917 -4.644
O 2.990 1.298 -5.580
O 2.427 -0.284 -4.044
C 3.660 -0.990 -4.175
H -1.029 3.133 -3.402
H 0.011 4.539 -3.448
H 0.426 3.228 -2.432
H 1.871 3.349 -4.481
H 0.379 2.780 -5.395
H 3.506 -1.950 -4.668
H 4.209 -1.001 -3.234
H 4.334 -0.436 -4.829
O -1.054 -0.766 1.454
C -0.673 -0.796 0.340
O -1.059 0.027 -0.676
C -0.258 -0.138 -1.811
C 0.607 -1.381 -1.518
O 0.360 -1.532 -0.117
H -0.999 -0.244 -2.603
H 0.427 0.708 -1.879
H 1.661 -1.127 -1.626
H 0.339 -2.277 -2.079
O -1.098 -0.653 5.615
C -0.395 0.221 5.114
O 0.255 0.153 3.930
C 1.129 1.167 3.847
C 0.687 2.134 4.881
O -0.128 1.435 5.706
H 2.132 0.765 3.988
H 1.052 1.696 2.897
H 0.182 2.980 4.415
H 1.611 2.485 5.338
O -0.690 3.673 2.207
C -1.748 3.360 1.723
O -2.916 3.657 2.283
C -3.853 2.879 1.653
C -3.292 2.313 0.320
O -1.925 2.629 0.610
H -4.127 1.994 2.228
H -4.773 3.447 1.512
H -3.797 2.879 -0.463
H -3.486 1.261 0.109
O 3.127 0.323 -0.569
C 2.900 1.435 -0.128
O 2.831 1.830 1.210
C 2.560 3.202 1.297
C 2.076 3.448 -0.106
O 2.724 2.488 -0.872
H 1.679 3.322 1.927
H 3.279 3.955 1.622
H 2.254 4.493 -0.360
H 0.988 3.432 -0.176
Cl -4.711 0.573 5.316
C -4.459 -1.136 4.833
C -3.958 -1.217 3.411
Cl -5.131 -0.769 2.111
H -5.409 -1.640 5.007
H -3.876 -1.527 5.667
H -3.741 -2.226 3.061
H -3.113 -0.539 3.294
*
```